A structure of composition C3H4CrO3, computed with the ωB97M-V functional and the def2-TZVPD basis.

Last column: natural (NBO) charge in e.
Geometry (Å):
1 C -2.295034 1.107918 -0.036191  -0.82
2 C -2.288477 -0.256523 0.266070  0.57
3 O -1.207281 -1.016460 0.348177  -0.43
4 C 0.094387 -0.596719 0.363027  1.00
5 O 0.354410 0.655300 0.333049  -0.73
6 O 0.963111 -1.425178 0.087717  -0.60
7 H -2.394975 1.289816 -1.113587  0.37
8 H -3.138448 -0.738633 0.756640  0.26
9 H -3.080048 1.622665 0.537168  0.33
10 Cr 2.392033 0.077842 0.322068  1.68
11 H -0.893824 1.371749 0.095530  0.38

Forces on the atoms, in the same order (eV/Å):
C 3.11 0.57 -0.04
C 0.34 0.28 1.91
O -0.27 -0.62 0.15
C -1.36 0.83 -3.06
O 1.95 -0.45 1.11
O 1.17 0.11 1.33
H 0.08 0.22 -0.23
H 0.05 -0.41 -0.43
H 0.19 -0.03 -0.42
Cr -1.09 -0.46 -0.30
H -4.19 -0.03 -0.02

## Properties
Kohn-Sham gap (alpha / beta) = 7.823 / 9.221 eV
⟨S²⟩ = 6.03
ΔE to the lowest compared entry with this formula, charge and spin = 59.7 kcal/mol
charge = +2
2S+1 = 5


A structure of composition C3H4CsO3, computed with the ωB97M-V functional and the def2-TZVPD basis.

Last column: Löwdin charge in e.
Geometry (Å):
1 C -2.449282 0.636201 1.737686  -0.17
2 C -1.214413 0.239699 1.384583  -0.26
3 H -2.701202 0.940475 2.764033  0.01
4 H -3.315399 0.297831 1.159196  0.00
5 O -0.127368 1.036899 2.223381  -0.09
6 C 0.927441 0.514603 2.774580  -0.72
7 O 1.271621 -0.656705 2.755247  -0.05
8 O 1.591860 1.379394 3.551788  0.10
9 H 1.092779 2.203797 3.623635  0.11
10 Cs 0.322053 -2.918416 0.561780  0.27
11 H -1.262267 -0.604015 -0.939289  -0.19

Forces on the atoms, in the same order (eV/Å):
C 0.10 -0.50 1.06
C 0.64 -0.47 -0.58
H 0.19 0.81 -0.34
H 0.55 -0.17 -0.01
O -0.32 0.72 1.05
C -2.17 -1.36 -0.39
O 0.52 -0.03 -0.32
O 0.93 0.74 0.52
H -0.11 -0.20 -0.36
Cs -0.50 1.26 -0.01
H 0.16 -0.80 -0.64

## Properties
Kohn-Sham gap (alpha / beta) = 2.736 / 2.918 eV
ΔE to the lowest compared entry with this formula, charge and spin = 91.8 kcal/mol
charge = -1


A structure of composition C3H4CuO2, computed with the ωB97M-V functional and the def2-TZVPD basis.

Last column: natural (NBO) charge in e.
Geometry (Å):
1 O -1.271184 0.752379 0.009757  -1.04
2 C -1.245012 -0.595583 0.229394  -0.10
3 C -0.179650 -1.353036 -0.490722  -0.35
4 O 2.274862 2.175303 0.211842  -0.57
5 C 3.314378 1.799844 0.447441  0.57
6 Cu -0.151750 2.445310 -0.231558  0.89
7 H -2.226697 -1.096807 0.037735  0.15
8 H 0.593341 -0.816369 -1.048908  0.16
9 H -0.165605 -2.445967 -0.469782  0.16
10 H -0.942685 -0.865077 1.304798  0.13

Forces on the atoms, in the same order (eV/Å):
O 0.28 2.03 -0.32
C 1.40 -0.79 0.75
C 0.08 -0.07 -0.64
O 0.24 0.02 0.03
C -0.30 0.07 -0.06
Cu -0.95 -2.26 0.34
H 0.28 0.45 0.16
H -0.27 -0.22 0.20
H 0.05 0.37 0.00
H -0.82 0.41 -0.47

## Properties
Kohn-Sham gap (alpha / beta) = 5.591 / 6.834 eV
⟨S²⟩ = 0.75
ΔE to the lowest compared entry with this formula, charge and spin = 55.5 kcal/mol
charge = 0
2S+1 = 2


A structure of composition C3H4ErLiO3, computed with the ωB97M-V functional and the def2-TZVPD basis.

Last column: natural (NBO) charge in e.
Geometry (Å):
1 O -0.595647 -1.037921 0.388234  -0.64
2 C -0.473336 0.169930 0.131485  0.10
3 C -1.280928 1.283969 0.632657  -0.63
4 Er -2.001130 -2.279793 2.257247  1.97
5 Li 0.475713 -2.357322 -0.775113  0.98
6 H 0.338025 0.470137 -0.553595  0.35
7 H -2.356204 1.064975 0.513520  0.26
8 H -0.920071 2.204390 0.145576  0.32
9 H -1.028501 1.419548 1.697308  0.26
10 O 3.103011 0.706673 -1.718563  -0.35
11 C 2.652724 -0.326614 -1.477280  1.07
12 O 2.086343 -1.317972 -1.241478  -0.70

Forces on the atoms, in the same order (eV/Å):
O -0.86 -3.39 1.35
C 1.16 0.70 -1.23
C -0.84 2.20 1.03
Er -0.08 0.22 0.16
Li 0.85 0.06 -0.79
H 0.36 0.40 -0.27
H 0.27 0.36 -0.35
H -0.67 -0.32 0.01
H -0.03 -0.05 0.08
O -0.29 -1.46 0.40
C 1.03 2.68 -0.93
O -0.89 -1.40 0.53

## Properties
Kohn-Sham gap (alpha / beta) = 5.038 / 5.717 eV
⟨S²⟩ = 6.01
ΔE to the lowest compared entry with this formula, charge and spin = 38.9 kcal/mol
charge = +3
2S+1 = 5


The molecule C3H4F2IN, computed with the ωB97M-V functional and the def2-TZVPD basis.

Last column: natural (NBO) charge in e.
Geometry (Å):
1 C -0.190281 0.134119 -0.449815  0.21
2 C -0.656253 -1.198536 -0.036733  -0.68
3 C 0.742848 0.806195 0.550362  0.59
4 N -0.508688 0.620854 -1.592442  -0.57
5 F -0.120654 0.945506 1.667876  -0.36
6 F 1.101335 2.022618 0.157370  -0.32
7 I 2.514261 -0.461950 1.120974  0.07
8 H -0.053138 -1.925665 -0.264095  0.23
9 H -0.912167 -1.118358 0.968110  0.24
10 H -1.652032 -1.413963 -0.382431  0.24
11 H -0.265231 1.589181 -1.739174  0.35

Forces on the atoms, in the same order (eV/Å):
C 0.68 0.42 -2.58
C -3.94 3.53 0.47
C -1.58 -0.29 1.06
N -0.51 -0.58 1.58
F 1.66 0.22 -0.65
F 0.34 -0.14 0.31
I -1.12 0.98 -0.36
H 3.50 -4.10 -0.98
H 0.44 -0.35 2.28
H -0.24 0.05 -1.17
H 0.78 0.27 0.03

## Properties
Kohn-Sham gap = 9.674 eV
ΔE to the lowest compared entry with this formula, charge and spin = 20.3 kcal/mol
charge = 0


A structure of composition C3H4F2IP, computed with the ωB97M-V functional and the def2-TZVPD basis.

Last column: natural (NBO) charge in e.
Geometry (Å):
1 C -0.495300 -0.137424 0.838550  -0.72
2 C -0.093263 -1.250239 1.574992  0.75
3 C -0.343812 0.880196 -1.984351  -1.12
4 F -0.210157 -1.307471 2.929380  -0.31
5 F 0.109640 -2.490269 1.071028  -0.29
6 P 0.523706 0.384314 -0.610126  1.02
7 I -1.485589 1.235684 1.923964  0.26
8 H 0.274907 0.894630 -2.909559  0.24
9 H -0.904090 1.892632 -1.943053  0.23
10 H 1.486711 0.785490 0.269733  -0.08
11 H 1.137247 -0.887542 -1.160557  0.02

Forces on the atoms, in the same order (eV/Å):
C 2.19 -3.03 0.99
C -1.91 0.58 -0.62
C -0.29 2.61 -0.10
F 0.08 -0.44 -1.93
F 0.54 1.82 0.74
P -1.36 -3.39 -2.05
I -0.53 1.36 0.46
H -0.27 -0.38 0.74
H 0.80 -1.75 0.26
H 1.23 1.01 0.37
H -0.48 1.61 1.14

## Properties
Kohn-Sham gap = 8.084 eV
ΔE to the lowest compared entry with this formula, charge and spin = 60.4 kcal/mol
charge = 0


The molecule C3H4F2N2, computed with the ωB97M-V functional and the def2-TZVPD basis.

Last column: natural (NBO) charge in e.
Geometry (Å):
1 C 1.065065 -0.067331 0.618526  -0.02
2 C 0.166917 -1.102677 0.049066  -0.47
3 C -0.500044 -1.005448 -1.087133  0.77
4 H -1.122392 1.100096 0.357767  0.34
5 H -0.513953 2.575201 0.834602  0.37
6 H 2.037412 -0.403545 1.032219  0.20
7 H 0.124607 -2.064745 0.580135  0.25
8 N -0.334264 1.721309 0.319636  -0.63
9 N 0.836823 1.184227 0.770615  -0.21
10 F -1.260662 -1.965946 -1.576218  -0.30
11 F -0.499509 0.028858 -1.899215  -0.29

Forces on the atoms, in the same order (eV/Å):
C 0.29 0.18 0.27
C 0.44 -0.17 0.58
C 0.01 -0.01 0.01
H -0.43 -0.38 -0.06
H 0.02 -0.15 -0.16
H -0.73 0.14 -0.37
H -0.09 0.49 -0.41
N 0.34 0.53 0.28
N 0.22 -0.50 -0.13
F -0.05 0.01 -0.06
F 0.00 -0.14 0.05

## Properties
Kohn-Sham gap = 9.804 eV
ΔE to the lowest compared entry with this formula, charge and spin = 22.7 kcal/mol
charge = 0


A structure of composition C3H4F2O4S2, computed with the ωB97M-V functional and the def2-TZVPD basis.

Last column: natural (NBO) charge in e.
Geometry (Å):
1 C 1.181952 -0.044987 -1.373365  -0.43
2 C -0.026299 0.462152 -1.078860  0.04
3 C -1.823795 -0.329757 1.815662  -0.52
4 O 0.219696 3.237441 -0.731613  -0.86
5 O -1.216056 1.890020 0.687373  -0.92
6 O -1.166093 -0.048771 -1.188751  -0.65
7 O -3.387671 0.694477 -0.188108  -0.87
8 F 1.263007 1.601140 0.723605  -0.50
9 F -2.821195 -1.554036 -0.214326  -0.50
10 S -0.098091 1.976567 -0.108460  2.34
11 S -2.302806 -0.044075 0.173107  2.00
12 H 1.934023 0.599648 -1.342662  0.21
13 H 1.319759 -0.933087 -1.952845  0.22
14 H -1.768370 0.647528 2.354776  0.23
15 H -0.855599 -0.706203 1.838261  0.19

Forces on the atoms, in the same order (eV/Å):
C -3.16 -1.22 -0.72
C 2.78 0.40 0.24
C -1.14 2.18 2.91
O -0.43 -1.59 0.53
O -2.92 0.41 3.17
O -0.93 -1.38 -4.21
O -4.71 3.22 -0.44
F -1.53 0.73 0.12
F 0.71 0.64 0.79
S 6.61 2.25 -3.60
S 1.17 -4.79 0.82
H 3.43 2.36 0.52
H -0.27 -0.50 -0.03
H -1.11 -1.20 0.11
H 1.50 -1.52 -0.20

## Properties
Kohn-Sham gap (alpha / beta) = 7.131 / 7.432 eV
⟨S²⟩ = 2.01
charge = 0
2S+1 = 3